Record 1
A cluster of 4 separate species, C22H34BN6O2 in total. Source: the Open Molecules 2025 dataset; level of theory: ωB97M-V with the def2-TZVPD basis set.

Positions of all 65 atoms, in Å:
N (4.138, -1.003, -0.141)
B (3.796, 0.309, -0.704)
O (4.180, 0.642, -1.951)
C (2.994, 1.408, 0.149)
N (3.174, 1.612, 1.454)
C (2.331, 2.632, 1.885)
C (1.640, 3.021, 0.800)
N (2.051, 2.255, -0.274)
C (1.507, 2.331, -1.622)
O (0.305, 1.610, -1.709)
C (0.436, 0.300, -1.255)
C (0.893, -0.700, -2.090)
C (1.041, -1.985, -1.604)
C (0.755, -2.298, -0.284)
C (0.283, -1.289, 0.546)
C (0.134, -0.006, 0.056)
H (3.263, -1.516, -0.009)
H (4.522, -0.881, 0.795)
H (4.916, 0.061, -2.194)
H (3.807, 1.095, 2.042)
H (2.276, 3.004, 2.886)
H (0.894, 3.789, 0.747)
H (1.263, 3.372, -1.797)
H (2.243, 1.984, -2.338)
H (1.143, -0.503, -3.124)
H (1.376, -2.787, -2.246)
H (0.889, -3.300, 0.088)
H (0.029, -1.478, 1.578)
H (-0.225, 0.783, 0.700)
C (-2.149, 4.276, 0.149)
C (-3.392, 3.782, 0.884)
C (-3.122, 3.428, 2.351)
C (-2.131, 2.359, 2.449)
N (-1.352, 1.522, 2.525)
H (-1.378, 3.501, 0.110)
H (-2.393, 4.544, -0.878)
H (-1.729, 5.159, 0.637)
H (-3.792, 2.908, 0.369)
H (-4.162, 4.553, 0.851)
H (-4.041, 3.092, 2.828)
H (-2.751, 4.299, 2.895)
C (3.896, -5.550, -5.225)
C (3.405, -4.518, -6.234)
C (2.527, -3.433, -5.599)
C (1.329, -4.016, -4.989)
N (0.391, -4.493, -4.533)
H (3.064, -6.092, -4.773)
H (4.538, -6.283, -5.711)
H (4.470, -5.076, -4.426)
H (2.844, -5.021, -7.023)
H (4.262, -4.038, -6.708)
H (2.212, -2.709, -6.350)
H (3.085, -2.897, -4.827)
C (-3.772, -0.877, 5.073)
C (-4.834, -0.125, 5.867)
C (-6.126, 0.103, 5.072)
C (-5.868, 0.899, 3.871)
N (-5.667, 1.519, 2.931)
H (-3.458, -0.316, 4.191)
H (-2.886, -1.044, 5.685)
H (-4.143, -1.849, 4.744)
H (-4.432, 0.837, 6.190)
H (-5.078, -0.687, 6.770)
H (-6.862, 0.630, 5.681)
H (-6.562, -0.849, 4.768)

Results
Total charge: +1
Total energy, eV: -37073.715
Kohn-Sham gap, eV: 9.09

Atom charges from the natural (NBO) analysis, given in e for atoms 1 to 4: number 1, N, carries -1.123; number 2, B, carries 1.044; number 3, O, carries -0.853; number 4, C, carries 0.163

Record 2
A structure of composition C11H15NO2Ti. Source: the Open Molecules 2025 dataset; level of theory: ωB97M-V with the def2-TZVPD basis set.

Positions of all 30 atoms, in Å:
C (-0.219, 3.403, -0.209)
O (-0.054, 2.309, -1.110)
C (-1.011, 1.319, -1.246)
C (-2.386, 1.700, -0.714)
N (-2.474, 1.623, 0.755)
C (-0.603, -0.066, -0.656)
C (0.502, -0.060, 0.429)
O (0.577, 0.867, 1.182)
C (1.357, -1.272, 0.457)
C (0.879, -2.440, 1.052)
C (1.681, -3.571, 1.094)
C (2.951, -3.546, 0.528)
C (3.420, -2.382, -0.072)
C (2.630, -1.244, -0.112)
H (-0.346, 3.063, 0.814)
H (0.706, 3.968, -0.258)
H (-1.029, 4.062, -0.532)
H (-1.139, 1.170, -2.322)
H (-2.810, 2.633, -1.079)
H (-3.005, 0.893, -1.208)
H (-2.896, 2.460, 1.157)
H (-3.010, 0.817, 1.075)
H (-1.455, -0.594, -0.156)
H (-0.297, -0.725, -1.465)
H (-0.104, -2.454, 1.508)
H (1.316, -4.469, 1.568)
H (3.573, -4.426, 0.559)
H (4.406, -2.361, -0.511)
H (2.991, -0.333, -0.569)
Ti (-4.153, -0.344, 0.042)

Results
Total charge: +2
Total energy, eV: -40325.237
Kohn-Sham gap, eV: 2.71

Atom charges from the natural (NBO) analysis, given in e for atoms 1 to 4: number 1, C, carries -0.275; number 2, O, carries -0.488; number 3, C, carries 0.091; number 4, C, carries -0.202

Record 3
A structure of composition C3H8N2O2. Source: the Open Molecules 2025 dataset; level of theory: ωB97M-V with the def2-TZVPD basis set.

Positions of all 15 atoms, in Å:
N (2.324, 1.028, -0.283)
C (0.946, 0.775, -0.221)
O (0.205, 1.671, 0.198)
N (0.611, -0.555, -0.479)
C (-0.788, -0.978, -0.395)
C (-1.436, -0.732, 1.050)
O (-1.808, 0.592, 1.180)
H (2.583, 1.389, 0.625)
H (2.888, 0.229, -0.547)
H (0.774, 0.390, -1.502)
H (-0.864, -2.037, -0.698)
H (-1.395, -0.348, -1.048)
H (-0.728, -1.072, 1.831)
H (-2.334, -1.371, 1.098)
H (-1.013, 1.133, 0.885)

Results
Energy above the lowest of the compared OMol25 structures with the same formula, charge and spin, kJ/mol: 375.7
Total energy, eV: -10313.058
Kohn-Sham gap, eV: 9.15

Atom charges from the natural (NBO) analysis, given in e for atoms 1 to 4: number 1, N, carries -0.829; number 2, C, carries 0.578; number 3, O, carries -0.659; number 4, N, carries -0.415

In eV/Å, the maximum force values for the records above are, in order, 1.1; 1.7; 3.5.
In Ha, the highest occupied orbital energy values for the records above are, in order, -0.4473; -0.5301; -0.3509.